Entry 1:
A cluster of 6 separate species, C37H46BFN7O7 in total at a distorted geometry. Source: the Open Molecules 2025 dataset; level of theory: ωB97M-V/def2-TZVPD.

ORCA input file:
```
! wB97M-V def2-TZVPD RIJCOSX def2/J DEFGRID3
* xyz -1 1
C 1.50 -3.12 2.87
H -2.50 2.17 -1.65
O 5.57 0.90 -2.07
H 4.84 -0.62 0.23
C -6.08 2.72 5.63
H 0.09 -1.67 2.15
F -2.13 3.97 -3.14
C 3.10 -6.33 -9.81
H 3.36 -7.09 -10.55
H 4.31 4.57 0.58
H 4.15 0.73 -5.41
C 1.73 -1.02 -6.98
O 1.79 1.88 1.81
H -6.81 -1.52 3.53
H -1.55 0.28 0.63
C -6.18 -1.87 5.56
N -3.84 2.29 7.22
H 3.18 -0.56 -3.51
N -0.87 -3.19 3.22
N 1.21 -1.71 -5.97
H 1.26 2.16 -2.22
H 1.28 -1.18 -7.96
C -0.69 -4.32 3.90
C 3.11 -4.14 -9.23
H 3.39 -3.12 -9.51
N 2.40 4.02 -0.08
C 1.74 -1.53 -4.77
C -4.92 2.20 5.08
H 3.71 3.02 1.23
C 2.49 -4.39 -8.02
O 2.74 -0.46 -1.26
H 2.34 -2.59 2.44
C -5.97 -1.72 4.19
H -7.00 3.42 7.45
H -6.95 2.88 5.00
C 0.22 -2.59 2.71
C 0.54 -4.91 4.11
H 2.23 -7.73 -8.43
H 0.62 -5.83 4.68
H 1.30 -2.10 -3.96
H -4.96 3.00 8.79
C -3.84 -2.23 5.77
C 2.78 -0.13 -6.84
O 3.65 1.59 -1.28
H -0.98 1.59 2.57
H 3.09 4.53 1.88
H -3.04 0.60 2.75
C -6.11 3.02 6.98
C 2.18 5.38 -0.56
H -2.81 1.43 0.18
B 1.11 3.40 0.37
C 3.42 4.03 0.95
H -0.20 3.37 -3.10
H -1.59 -4.78 4.30
C -3.73 -2.08 4.39
H -1.15 1.31 -2.34
H 0.67 4.74 1.71
C 3.33 0.05 -5.58
C -1.83 1.94 1.98
H -2.95 -2.43 6.36
C 2.79 -0.67 -4.52
C 4.87 0.94 -1.17
C -3.83 2.01 5.92
H -2.91 1.61 5.52
H 2.65 -4.72 3.73
H 1.97 6.10 0.25
H -7.17 -1.77 5.98
H -2.76 -2.18 3.90
O 0.21 4.14 1.11
C 5.14 0.43 0.20
C -1.41 2.16 -1.69
C 1.66 -4.29 3.58
O -3.05 1.56 2.64
H 6.21 0.53 0.41
C -1.02 3.48 -2.38
H 0.63 0.55 -1.79
C -4.97 2.78 7.73
H -4.84 1.95 4.03
C -5.08 -2.12 6.37
H -1.85 3.03 1.93
H 3.17 0.40 -7.70
C 2.58 0.75 -1.30
H 3.08 5.74 -1.08
H 4.56 0.95 0.96
H -5.20 -2.23 7.44
N -0.91 2.08 -0.34
N -4.78 -1.82 3.61
C 1.08 1.13 1.06
C 0.57 1.98 -0.15
C 1.23 1.40 -1.43
N 3.42 -5.08 -10.12
H 2.26 -3.58 -7.34
C 2.47 -6.69 -8.63
C 2.16 -5.70 -7.71
H 1.35 5.41 -1.27
O 0.86 -0.08 1.10
H 1.67 -5.94 -6.78
H -0.78 4.23 -1.62
C -1.78 1.35 0.57
*
```

Computed properties:
**Frontier orbital gap**: 7.454 eV
**HOMO level**: -5.07 eV
**ΔE to the lowest compared entry with this formula, charge and spin**: 0.0 kcal/mol
**Energy**: -2472.311755 Ha

Atom charges from the Löwdin analysis, given in e for atoms 1 to 6: -0.055, 0.121, 0.189, 0.099, -0.084, 0.078



Entry 2:
A cluster of 3 separate species, C37H46N2O9P in total at a distorted geometry. Source: the Open Molecules 2025 dataset; level of theory: ωB97M-V/def2-TZVPD.

ORCA input file:
```
! wB97M-V def2-TZVPD RIJCOSX def2/J DEFGRID3
* xyz 1 1
H 7.51 -1.03 -2.38
C -2.21 -0.47 -0.67
C -6.49 -4.19 2.47
H 1.96 5.52 -3.97
H -1.09 5.85 -0.87
C -7.73 1.92 2.81
H 5.62 3.01 -3.11
H 7.99 2.64 0.14
H -0.25 3.69 -0.98
C 0.47 -0.61 0.11
C 1.21 1.58 -1.90
H 5.92 -1.29 -3.33
O -1.25 0.05 -4.71
C 6.04 3.08 -2.05
C -4.72 -4.41 4.70
H -2.48 -0.37 0.45
H 0.48 -4.52 1.17
C 5.87 0.39 -1.73
H -1.16 5.32 -2.41
O -7.51 -1.66 0.87
C -2.43 -2.02 -1.11
H 5.62 -3.24 0.16
H -3.99 -4.45 5.50
H 6.16 2.25 0.57
H -5.69 -0.85 2.53
H 7.00 0.24 -3.69
C -6.95 -4.78 3.75
H 3.52 -2.11 -0.98
O -3.24 -2.63 -0.06
H 1.14 -3.59 -0.26
C -0.26 1.12 -1.84
C -4.27 -3.81 3.43
O 0.34 -1.49 2.94
C 7.12 1.89 0.05
H 5.24 3.38 -1.27
H -3.08 -2.01 -2.05
H -2.93 0.25 -1.21
H -9.48 -0.01 0.54
H -4.89 -3.30 1.40
N -0.49 5.69 -1.70
H 2.04 -3.56 1.39
C 6.62 -0.49 -2.88
H -1.06 2.61 -3.42
H 0.60 -0.54 2.86
O -7.80 2.99 3.39
C 6.75 1.72 -1.53
H 1.25 4.86 -0.74
C 3.29 -0.25 2.27
C 5.37 -2.03 2.22
C -5.24 -3.74 2.33
C -1.38 1.72 -2.80
P -0.02 -2.00 1.34
O 2.12 5.11 -3.09
C -5.97 -4.86 4.85
O -3.13 -3.40 3.29
C 2.96 -0.71 0.82
C -8.72 0.32 1.24
H 4.81 -0.63 4.01
H -5.83 1.33 3.72
C 1.79 2.68 -2.91
H 5.99 -0.23 -0.77
N 1.84 -0.13 0.00
H -7.22 -4.14 1.67
C -7.58 -0.59 1.45
H -9.62 2.18 1.73
H -3.10 0.32 -3.83
C -0.67 0.01 -0.79
H 7.49 0.89 0.49
H -1.43 -2.56 -1.28
H -2.28 2.04 -2.15
C 1.06 4.12 -2.85
H 2.92 2.87 -2.80
H -2.68 -2.91 0.70
C -6.60 1.00 3.02
C 4.33 0.65 -2.08
H -6.32 -5.30 5.78
H 0.34 4.19 -3.74
H 1.66 2.24 -3.98
C 3.81 -1.80 0.08
O -8.08 -5.19 3.88
H 7.78 1.67 -2.06
C -8.79 1.49 1.87
C -6.52 -0.17 2.39
H 6.28 -2.53 2.71
C 1.01 -3.55 0.89
H 3.81 -0.37 -2.22
H 6.82 3.93 -2.03
O 3.61 1.31 -0.97
C 5.03 -2.47 0.77
C -1.98 0.62 -3.84
H 2.66 0.56 2.78
C 2.25 0.91 -0.94
C 4.51 -0.94 2.95
C 0.42 4.50 -1.44
H 4.17 1.20 -3.09
*
```

Computed properties:
**Frontier orbital gap**: 7.195 eV
**HOMO level**: -11.50 eV
**Energy**: -2564.799769 Ha

Atom charges from the Löwdin analysis, given in e for atoms 1 to 6: 0.095, -0.132, 0.028, 0.112, 0.070, -0.387



Entry 3:
A structure of composition C37H46N9O5Re. Source: the Open Molecules 2025 dataset; level of theory: ωB97M-V/def2-TZVPD.

ORCA input file:
```
! wB97M-V def2-TZVPD RIJCOSX def2/J DEFGRID3
* xyz 3 2
C 2.92 -1.07 -3.15
N -0.17 -3.79 -0.24
C 2.22 6.69 -2.32
H 1.45 10.83 -3.59
C 2.11 -1.19 -2.04
C 1.47 8.14 -4.56
C -4.65 0.43 -0.31
H 2.08 6.43 -5.69
H 3.85 0.29 -4.50
H 1.70 1.95 -1.17
H 3.30 -1.88 3.71
C 1.97 6.86 -4.71
H 1.34 4.04 1.37
C -1.87 -4.47 -2.50
H -2.46 1.88 -2.68
H 3.49 4.72 -4.57
N -0.30 2.92 0.83
C -2.29 -1.04 -0.39
C -1.65 -2.11 -3.09
C 0.77 10.10 -3.15
C -0.43 2.42 2.20
C 3.87 -0.17 2.52
C 5.98 0.99 3.00
C 1.31 8.71 -3.29
N 1.70 -0.11 -1.36
C 2.05 1.12 -1.77
H -0.79 3.23 2.82
C 6.14 0.06 4.03
H 3.26 -1.96 -3.67
H 1.19 8.70 -5.44
H -1.32 -2.45 -4.07
C -2.27 0.35 -0.21
C -0.87 -2.87 -0.91
N -1.18 2.83 -1.32
H -0.88 1.10 -2.47
Re 0.50 -0.38 0.29
C 3.25 0.18 -3.61
H 7.62 -1.93 5.63
H -3.42 2.15 0.00
H -2.72 -1.89 -3.13
N -0.97 0.88 -0.05
C 2.51 3.77 -3.06
C -0.81 2.25 -0.19
H 0.13 -5.82 -0.76
H 1.78 -2.15 -1.66
C 4.83 0.86 2.27
C 5.18 -0.96 4.29
H -1.76 4.65 -0.47
C 0.48 4.14 0.70
H -3.56 -2.77 -0.59
H -0.67 4.80 -1.89
C -4.68 -0.96 -0.47
H -0.09 5.02 1.00
N 2.91 4.84 -3.76
C -1.40 2.05 -2.53
H -1.00 2.62 -3.37
H 2.54 6.14 -1.45
H 6.72 1.76 2.81
H -1.11 -1.20 -2.82
H -2.89 -4.35 -2.86
N -1.02 -1.64 -0.35
H -0.19 10.20 -3.66
H -5.57 0.99 -0.27
H -1.27 -4.92 -3.29
C 2.80 1.32 -2.93
O 5.59 -1.69 5.31
C 2.35 6.14 -3.58
C -1.50 4.24 -1.45
H 0.63 10.36 -2.10
O 2.10 -1.34 1.37
H 0.84 4.25 -0.32
H -5.63 -1.46 -0.56
O 2.12 0.83 1.24
H 0.72 -4.63 -1.94
C -3.51 -1.69 -0.50
C 6.85 -1.17 5.76
C -0.11 -3.79 1.22
H 0.89 -3.52 1.56
H -2.37 4.32 -2.10
N -1.36 -3.15 -2.12
C 2.65 -0.22 1.66
H 0.54 2.08 2.56
C 1.69 7.96 -2.18
H -1.88 -5.13 -1.64
H -0.84 -3.09 1.62
H -0.35 -4.79 1.57
O 1.69 3.81 -2.16
H 3.76 2.58 -4.22
H -1.15 1.60 2.24
H 1.58 -4.88 -0.41
O 7.13 -0.06 4.89
C 4.01 -1.10 3.52
H 4.62 1.56 1.47
H 6.75 -0.81 6.79
C -3.44 1.09 -0.16
H 1.60 8.39 -1.20
N 3.12 2.57 -3.44
C 0.60 -4.85 -0.88
*
```

Computed properties:
**Frontier orbital gap (alpha / beta)**: 5.979 / 3.293 eV
**HOMO level (alpha / beta)**: -14.07 / -14.07 eV
**ΔE to the lowest compared entry with this formula, charge and spin**: 9.8 kcal/mol
**Energy**: -2383.974950 Ha

Atom charges from the Löwdin analysis, given in e for atoms 1 to 6: -0.012, -0.122, -0.026, 0.094, -0.104, -0.022



Entry 4:
A structure of composition C37H47As3Br3CoN3O3 at a distorted geometry. Source: the Open Molecules 2025 dataset; level of theory: ωB97M-V/def2-TZVPD.

ORCA input file:
```
! wB97M-V def2-TZVPD RIJCOSX def2/J DEFGRID3
* xyz 0 2
H 3.32 0.32 -1.44
N -1.53 0.35 -0.01
C -3.95 -4.76 -1.91
H -2.47 -1.72 7.15
C 2.65 -1.74 1.80
H 2.44 3.88 2.89
C -1.15 1.40 7.09
C -0.76 0.35 -2.28
H -1.39 -0.06 8.64
H -2.49 1.90 0.94
H 0.10 1.04 -2.32
H -5.41 -3.23 -2.10
H 2.53 2.42 3.90
H -0.48 -7.64 -0.91
C 1.88 3.02 3.26
C -1.55 1.59 -4.34
C -2.11 -6.41 -1.44
C -0.21 3.22 1.26
As 1.16 1.93 1.79
H -2.25 2.57 -6.12
C -4.42 -3.50 -1.75
H 5.65 1.71 -0.62
H 2.36 -3.38 -0.69
H 4.38 -0.36 -0.24
H -0.69 2.13 7.73
H -3.32 -1.56 -5.67
C -0.61 -4.29 -0.29
C -2.33 -0.47 5.41
H -0.64 2.93 0.30
H -4.01 -0.85 0.16
H 1.04 3.38 3.85
N -1.68 0.88 -1.23
N -2.40 -2.79 -0.69
H 3.91 5.20 -1.21
O 0.07 -3.30 0.19
Co -0.66 -1.49 -0.24
C -0.89 -6.64 -0.90
H 2.80 2.57 -4.14
As 4.52 3.03 -2.40
C -1.99 0.94 1.02
C -3.63 -2.52 -1.11
C -0.16 -5.59 -0.32
C 2.70 -2.42 -1.07
H 0.21 4.22 1.18
H -0.96 3.42 -4.45
H 1.86 2.40 -0.56
O -0.39 -0.92 -1.97
C -1.54 0.17 7.59
H -1.00 3.23 2.01
H 2.20 1.86 -2.63
C 3.09 2.00 -3.25
C 2.42 2.45 0.37
Br -3.07 -7.85 -2.22
C 3.44 4.63 -2.02
C -1.93 -4.07 -0.83
C -2.67 -5.11 -1.41
H 2.68 3.50 0.55
Br -1.06 -1.32 2.45
H -2.06 -1.62 -3.52
C -2.14 -0.76 6.76
H 3.45 1.02 -3.58
C -2.87 0.51 -6.03
H -1.94 1.86 -1.28
H 3.43 5.25 -2.91
Br 1.53 -5.98 0.44
C -2.10 1.11 3.46
H 5.06 3.24 -0.03
C -1.34 1.69 5.74
C -2.83 -0.67 -5.30
C -1.49 0.42 -3.60
H 2.42 4.38 -1.74
H -1.04 2.65 5.35
H -3.79 -0.43 -1.53
H 2.34 -1.10 2.63
H 3.63 0.81 2.31
C 4.76 2.34 -0.57
C 3.69 1.60 0.27
H -4.55 -5.52 -2.40
C -4.22 -1.16 -0.86
O -0.94 2.70 -3.80
H 2.19 -2.72 1.92
H 2.29 -2.26 -2.06
H -2.47 2.11 3.27
H 4.47 2.36 2.17
H 3.79 -2.38 -1.10
C -1.92 0.75 4.89
H 5.24 0.87 1.61
H -3.39 0.56 -6.98
C 4.29 1.40 1.67
As 2.02 -1.02 0.11
C -1.82 0.40 2.38
H -5.30 -1.19 -1.00
C -2.14 -0.70 -4.10
C 3.46 0.22 -0.37
H 3.74 -1.84 1.80
C -2.23 1.65 -5.56
H -2.81 -1.20 4.77
*
```

Computed properties:
**Frontier orbital gap (alpha / beta)**: 7.042 / 7.067 eV
**HOMO level (alpha / beta)**: -7.24 / -7.25 eV
**ΔE to the lowest compared entry with this formula, charge and spin**: 31.3 kcal/mol
**Energy**: -17640.176812 Ha

Atom charges from the Löwdin analysis, given in e for atoms 1 to 6: 0.039, -0.057, -0.023, 0.106, -0.310, 0.027